DFT (ωB97M-V/def2-TZVPD) results for 13 unconnected molecules or ions with the total composition C40H111N5O23.

The geometry in XYZ format:
```
179
C40H111N5O23 ωB97M-V/def2-TZVPD
C 1.06 -2.49 3.15
C 0.01 -3.45 2.63
C -1.47 -3.16 2.93
O -1.50 -3.05 4.39
C -2.79 -2.85 4.90
N 0.30 -3.69 1.19
H 1.00 -1.48 2.75
H 2.02 -3.00 3.11
H 1.01 -2.44 4.24
H 0.25 -4.43 3.03
H -2.00 -4.03 2.56
H -1.98 -2.33 2.45
H -3.50 -3.64 4.67
H -3.21 -1.90 4.59
H -2.57 -2.83 5.97
H -0.25 -4.47 0.87
H 1.18 -4.19 1.19
C 5.07 0.95 0.70
C 3.54 0.82 0.83
C 3.15 1.32 2.21
O 3.74 0.63 3.28
C 3.45 1.29 4.52
N 2.83 1.46 -0.21
H 5.48 1.96 0.63
H 5.39 0.35 -0.15
H 5.66 0.47 1.48
H 3.24 -0.23 0.73
H 2.08 1.16 2.38
H 3.43 2.37 2.18
H 2.47 1.01 4.90
H 3.46 2.38 4.47
H 4.34 1.10 5.13
H 3.00 2.46 -0.19
H 3.27 1.15 -1.06
C 1.49 -0.11 -3.30
C 2.21 1.10 -3.99
C 3.74 0.89 -4.00
O 4.37 1.14 -2.72
C 5.67 0.57 -2.76
N 1.65 1.22 -5.30
H 1.92 -0.23 -2.30
H 1.64 -1.02 -3.88
H 0.42 0.01 -3.14
H 1.85 2.00 -3.51
H 4.16 1.55 -4.77
H 3.90 -0.13 -4.35
H 6.12 0.84 -3.71
H 5.75 -0.51 -2.60
H 6.32 1.06 -2.04
H 1.51 0.28 -5.64
H 0.70 1.55 -5.17
C -2.91 0.63 -5.02
C -2.34 1.94 -4.59
O -1.06 2.18 -5.12
O -3.41 0.56 -6.37
H -3.68 0.32 -4.32
H -2.12 -0.11 -4.88
H -2.26 2.03 -3.51
H -3.01 2.69 -5.01
H -0.95 3.09 -5.43
H -3.70 -0.35 -6.48
C 0.26 -5.72 -2.01
C -0.19 -4.73 -3.04
O 0.12 -3.41 -2.71
O -0.52 -5.60 -0.86
H 1.29 -5.69 -1.64
H 0.12 -6.70 -2.45
H -1.26 -4.84 -3.19
H 0.33 -5.03 -3.95
H -0.18 -3.11 -1.85
H -1.36 -6.00 -1.07
C -0.84 0.78 -0.37
C -0.21 -0.47 0.33
O -0.86 -1.66 0.00
O -0.05 1.91 -0.10
H -1.86 0.97 -0.03
H -0.81 0.54 -1.43
H -0.32 -0.22 1.38
H 0.85 -0.48 0.06
H -0.43 -2.35 0.49
H 0.84 1.67 -0.35
C -4.15 -2.32 -3.43
C -2.73 -2.12 -2.98
O -1.89 -2.39 -4.10
O -4.51 -3.66 -3.76
H -4.41 -1.69 -4.28
H -4.73 -1.81 -2.67
H -2.54 -2.84 -2.19
H -2.45 -1.18 -2.50
H -1.06 -2.65 -3.68
H -3.83 -3.97 -4.37
C 0.60 5.71 1.88
C 0.41 4.35 2.63
O 1.23 4.05 3.72
O 1.80 5.74 1.10
H 0.49 6.49 2.64
H -0.24 5.86 1.20
H 0.53 3.54 1.91
H -0.60 4.28 3.05
H 2.16 4.27 3.61
H 2.53 6.09 1.61
C -2.43 5.41 -3.02
C -1.60 4.84 -1.90
O -2.18 3.61 -1.38
O -3.67 5.96 -2.51
H -2.65 4.57 -3.67
H -1.86 6.13 -3.61
H -1.50 5.52 -1.06
H -0.57 4.70 -2.22
H -1.47 3.27 -0.83
H -4.26 5.27 -2.20
C 4.04 4.28 -1.55
C 2.72 4.33 -2.19
O 2.14 5.61 -2.04
O 3.97 4.26 -0.14
H 4.63 5.11 -1.95
H 4.66 3.43 -1.82
H 2.02 3.55 -1.88
H 2.90 4.11 -3.24
H 1.92 5.62 -1.11
H 4.23 5.15 0.10
C -5.67 2.56 -2.56
C -5.32 1.73 -1.35
O -3.98 1.49 -1.32
O -5.63 3.94 -2.21
H -6.66 2.44 -2.99
H -4.95 2.52 -3.38
H -5.96 0.86 -1.52
H -5.74 2.09 -0.41
H -3.64 2.39 -1.29
H -6.00 4.03 -1.33
C -7.95 -1.83 4.35
O -7.21 -1.31 5.45
C -7.74 -0.07 5.89
C -6.59 0.53 6.74
N -5.37 0.72 6.00
C -4.19 0.74 6.86
C -2.90 1.20 6.10
O -2.43 0.13 5.22
C -1.27 0.44 4.46
H -9.01 -1.91 4.55
H -7.61 -2.83 4.08
H -7.79 -1.22 3.46
H -8.58 -0.22 6.57
H -7.97 0.61 5.07
H -6.38 -0.16 7.55
H -6.96 1.40 7.28
H -5.40 -0.11 5.43
H -4.03 -0.21 7.38
H -4.27 1.44 7.69
H -2.09 1.51 6.77
H -3.09 2.07 5.46
H -0.94 -0.32 3.75
H -0.36 0.54 5.06
H -1.43 1.34 3.87
C 4.79 -3.90 -4.80
O 4.69 -3.36 -3.45
C 3.40 -3.53 -2.88
C 3.39 -2.71 -1.60
N 4.18 -3.49 -0.53
C 4.30 -2.85 0.72
C 4.84 -3.78 1.82
O 6.13 -4.28 1.49
C 6.96 -4.80 2.47
H 4.15 -3.45 -5.55
H 4.60 -4.97 -4.71
H 5.77 -3.79 -5.28
H 3.12 -4.57 -2.74
H 2.74 -3.05 -3.60
H 2.35 -2.54 -1.33
H 3.89 -1.77 -1.83
H 5.14 -3.49 -0.85
H 3.37 -2.37 1.03
H 4.93 -1.96 0.69
H 4.21 -4.64 2.05
H 4.92 -3.23 2.76
H 7.95 -5.19 2.23
H 6.44 -5.56 3.05
H 7.19 -3.99 3.17
```

Values from the calculation:
- HOMO-LUMO gap: 9.0 eV
- Charge: 0
- HOMO: -8.82 eV
- Energy above the lowest of the compared OMol25 structures with the same formula, charge and spin: 0.00 kcal/mol
- E: -97812.748 eV


DFT (ωB97M-V/def2-TZVPD) results for 15 unconnected molecules or ions with the total composition C40H119N9O15.

The geometry in XYZ format:
```
183
C40H119N9O15 ωB97M-V/def2-TZVPD
O 10.98 -8.94 -6.86
H 10.17 -8.42 -6.86
H 11.43 -8.67 -6.05
O 14.33 -12.53 1.18
H 14.18 -12.68 0.22
H 13.66 -13.06 1.61
O 13.46 -4.98 -1.52
H 13.37 -5.83 -1.05
H 14.24 -5.09 -2.07
O 14.20 -13.34 -1.48
H 14.76 -13.32 -2.31
H 13.39 -13.79 -1.76
C 18.99 -11.70 -4.07
C 17.46 -11.54 -4.10
O 16.93 -12.05 -5.31
H 19.23 -12.74 -4.29
H 19.31 -11.44 -3.06
H 19.50 -11.09 -4.82
H 17.16 -10.50 -3.94
H 17.00 -11.95 -3.20
H 16.82 -11.29 -5.92
C 11.87 -5.19 -6.00
C 12.44 -6.33 -5.18
O 11.26 -7.04 -4.76
H 11.28 -5.56 -6.84
H 12.67 -4.54 -6.37
H 11.14 -4.59 -5.45
H 12.98 -5.94 -4.33
H 13.02 -6.95 -5.87
H 11.32 -7.54 -3.92
C 18.99 -10.93 -9.32
C 18.43 -9.61 -8.85
C 16.90 -9.64 -8.62
O 16.53 -10.61 -7.66
C 15.12 -10.80 -7.65
N 19.01 -9.15 -7.55
H 18.41 -11.39 -10.12
H 19.22 -11.65 -8.54
H 19.95 -10.66 -9.77
H 18.73 -8.80 -9.51
H 16.47 -9.86 -9.61
H 16.48 -8.66 -8.38
H 14.76 -11.03 -8.65
H 14.51 -10.01 -7.19
H 15.00 -11.71 -7.06
H 18.82 -9.86 -6.86
H 18.54 -8.31 -7.19
C 20.13 -7.79 -3.20
C 20.34 -6.32 -3.53
C 21.47 -5.71 -2.66
O 21.37 -4.31 -2.66
C 22.52 -3.68 -2.13
N 20.76 -6.25 -4.94
H 21.04 -8.34 -3.44
H 19.38 -8.30 -3.80
H 19.91 -7.97 -2.15
H 19.52 -5.65 -3.30
H 22.45 -6.14 -2.91
H 21.35 -6.04 -1.62
H 22.62 -3.84 -1.05
H 22.50 -2.61 -2.32
H 23.38 -4.13 -2.62
H 21.76 -6.39 -4.94
H 20.57 -5.33 -5.33
C 14.77 -6.28 1.87
C 13.49 -6.95 1.34
C 12.38 -5.84 1.34
O 11.81 -5.61 2.61
C 10.99 -6.66 3.05
N 13.73 -7.51 -0.01
H 14.95 -5.29 1.43
H 15.63 -6.90 1.60
H 14.71 -6.11 2.95
H 13.18 -7.75 2.02
H 11.62 -6.20 0.63
H 12.79 -4.92 0.94
H 10.40 -7.19 2.29
H 10.40 -6.25 3.87
H 11.57 -7.46 3.54
H 14.74 -7.64 -0.09
H 13.53 -8.51 0.08
C 9.45 -7.06 -1.78
C 10.28 -8.30 -1.40
C 9.61 -9.61 -1.82
O 8.31 -9.70 -1.30
C 7.60 -10.78 -1.84
N 11.55 -8.24 -2.12
H 8.43 -7.06 -1.41
H 9.46 -6.96 -2.86
H 9.97 -6.21 -1.33
H 10.54 -8.27 -0.33
H 10.23 -10.49 -1.58
H 9.61 -9.61 -2.92
H 7.46 -10.60 -2.92
H 6.60 -10.87 -1.43
H 8.12 -11.75 -1.80
H 12.15 -9.02 -1.79
H 12.07 -7.45 -1.76
C 12.68 -10.99 -4.40
C 13.78 -10.64 -3.40
C 14.62 -9.41 -3.73
O 15.51 -9.21 -2.66
C 16.35 -8.10 -2.74
N 13.30 -10.59 -2.01
H 13.13 -11.04 -5.39
H 11.96 -10.17 -4.47
H 12.16 -11.93 -4.24
H 14.46 -11.50 -3.44
H 13.98 -8.54 -3.93
H 15.17 -9.63 -4.65
H 17.21 -8.21 -3.41
H 16.72 -7.73 -1.78
H 15.76 -7.23 -3.06
H 13.52 -11.45 -1.50
H 14.10 -10.08 -1.62
C 10.21 -14.78 4.82
C 10.93 -14.57 3.51
C 10.45 -13.39 2.66
O 11.30 -13.30 1.54
C 10.93 -12.31 0.61
N 12.36 -14.42 3.79
H 9.13 -14.69 4.88
H 10.69 -14.12 5.57
H 10.54 -15.73 5.24
H 10.83 -15.46 2.88
H 10.43 -12.42 3.16
H 9.41 -13.64 2.40
H 11.67 -12.08 -0.15
H 10.78 -11.34 1.11
H 9.97 -12.57 0.15
H 12.82 -14.40 2.89
H 12.70 -15.22 4.30
C 13.27 -14.91 -4.55
C 14.60 -15.35 -3.97
C 15.32 -16.25 -5.00
O 15.60 -15.54 -6.20
C 15.70 -16.43 -7.30
N 15.43 -14.14 -3.86
H 13.30 -14.52 -5.57
H 12.73 -14.20 -3.91
H 12.63 -15.80 -4.57
H 14.52 -15.95 -3.07
H 14.67 -17.09 -5.27
H 16.27 -16.54 -4.54
H 16.43 -17.23 -7.12
H 15.96 -15.84 -8.17
H 14.71 -16.85 -7.50
H 15.64 -13.69 -4.75
H 16.39 -14.40 -3.62
C 17.57 -5.17 -8.00
C 17.19 -5.46 -6.56
C 15.74 -5.13 -6.18
O 15.44 -5.48 -4.84
C 15.80 -4.58 -3.83
N 17.51 -6.83 -6.19
H 17.35 -4.14 -8.29
H 16.98 -5.83 -8.65
H 18.62 -5.40 -8.20
H 17.75 -4.72 -5.97
H 15.13 -5.73 -6.85
H 15.49 -4.07 -6.27
H 15.37 -3.59 -3.99
H 16.88 -4.45 -3.66
H 15.57 -5.07 -2.89
H 16.85 -7.20 -5.52
H 18.44 -6.85 -5.79
C 7.74 -17.92 -4.54
C 8.14 -16.61 -3.79
C 9.63 -16.42 -3.98
O 10.26 -15.45 -3.15
C 9.83 -14.13 -3.33
N 7.29 -15.53 -4.32
H 6.68 -18.10 -4.36
H 8.27 -18.79 -4.13
H 8.01 -17.89 -5.59
H 7.72 -16.76 -2.79
H 9.83 -16.12 -5.02
H 10.19 -17.33 -3.80
H 10.55 -13.40 -2.94
H 8.90 -13.93 -2.80
H 9.79 -13.85 -4.39
H 6.48 -15.76 -4.89
H 7.84 -15.08 -5.06
```

Values from the calculation:
- HOMO-LUMO gap: 9.1 eV
- Charge: 0
- HOMO: -8.59 eV
- Energy above the lowest of the compared OMol25 structures with the same formula, charge and spin: 0.00 kcal/mol
- E: -87527.338 eV